Entry 1:
{
  "formula": "C14H26BClN3O3S",
  "method": "ωB97M-V with the def2-TZVPD basis set",
  "homo_energy_ev": -4.342,
  "charge": -1,
  "total_energy_ha": -1822.2791,
  "orbital_gap_ev": 6.5919,
  "elements": ["H", "N", "H", "H", "C", "B", "C", "H", "H", "C", "H", "H", "H", "C", "C", "H", "H", "H", "H", "C", "H", "H", "C", "O", "H", "C", "C", "H", "N", "H", "C", "H", "O", "H", "C", "H", "O", "H", "C", "N", "H", "H", "C", "H", "S", "H", "Cl", "H", "C"],
  "positions_angstrom": [[-4.64, -3.35, 0.11], [2.77, -1.17, 2.86], [1.41, -1.70, -1.06], [0.30, 0.27, -0.26], [-1.62, -1.78, -0.44], [0.70, 3.99, -0.02], [0.99, 1.99, -1.37], [4.22, 0.40, 2.56], [0.60, 5.11, -0.48], [-4.07, -2.44, -0.18], [-0.88, -0.48, -2.74], [-1.15, -3.13, -2.14], [1.42, 1.82, 0.80], [0.06, 0.75, -1.23], [0.15, -0.36, -2.33], [-2.16, -1.13, -1.15], [1.00, -2.32, -2.67], [-0.98, 1.12, -1.13], [2.15, -0.54, 0.49], [3.19, 0.13, 2.26], [3.97, -0.70, 0.37], [-3.97, -2.43, -1.28], [3.13, -0.05, 0.68], [2.10, 3.53, 0.10], [0.00, 3.98, 0.98], [-2.64, -2.60, 0.42], [-2.33, 1.69, 1.33], [4.09, 1.92, 0.35], [-3.08, 1.73, 2.43], [-1.42, 2.26, 1.07], [1.98, 2.16, -0.12], [-2.37, -3.67, 0.48], [-2.89, 0.78, 0.54], [1.85, -1.41, 2.50], [0.58, -1.76, -1.80], [2.43, 0.88, 2.52], [0.09, 3.05, -1.02], [-1.00, -1.17, 0.24], [3.28, 1.29, -0.09], [-4.08, 0.86, 2.29], [3.37, -1.90, 2.46], [0.78, -0.11, -3.20], [-0.62, -2.63, -1.29], [3.51, 1.03, -1.15], [-5.05, -1.02, 0.43], [-2.58, -2.20, 1.46], [1.58, 2.52, -3.01], [-0.17, -3.44, -0.67], [-3.98, 0.22, 1.12]]
}

***

Entry 2:
{
  "formula": "C3H10NO4",
  "method": "ωB97M-V with the def2-TZVPD basis set",
  "de_lowest_ev": 2.4767,
  "homo_energy_ev": -4.435,
  "charge": -1,
  "total_energy_ha": -476.0447,
  "orbital_gap_ev": 8.1954,
  "elements": ["O", "H", "C", "H", "O", "H", "H", "O", "O", "H", "H", "N", "C", "H", "H", "H", "H", "C"],
  "positions_angstrom": [[-1.56, -1.02, 2.16], [-2.30, -0.11, -1.55], [-0.73, 1.44, 0.15], [2.29, -0.89, -1.34], [-2.56, -0.81, -2.23], [-2.33, -1.60, -1.72], [0.56, -0.80, 0.35], [-1.63, 0.42, 0.08], [3.59, -0.48, 0.04], [1.18, 1.85, -0.59], [-1.06, 2.31, -0.44], [0.57, 1.05, -0.45], [1.25, 0.05, 0.38], [-1.60, -0.37, 1.36], [-2.25, -0.66, 2.75], [1.43, 0.42, 1.38], [-0.56, 1.71, 1.22], [2.44, -0.46, -0.34]]
}

***

Entry 3:
{
  "formula": "C15H30ClHfNO5P2",
  "method": "ωB97M-V with the def2-TZVPD basis set",
  "de_lowest_ev": 0.0000,
  "homo_energy_ev": -6.504,
  "total_energy_ha": -2211.2605,
  "orbital_gap_ev": 6.9470,
  "elements": ["C", "H", "N", "P", "C", "H", "C", "O", "H", "H", "H", "P", "H", "H", "H", "H", "H", "H", "H", "H", "C", "Hf", "C", "Cl", "O", "C", "C", "H", "H", "C", "H", "H", "H", "C", "C", "C", "O", "H", "H", "H", "H", "H", "H", "C", "H", "C", "H", "O", "O", "H", "H", "C", "C", "H", "H"],
  "positions_angstrom": [[3.29, -1.64, -0.90], [-0.89, -1.89, 3.59], [-0.07, 0.81, -1.25], [-2.67, 0.22, 0.35], [-0.07, 1.60, -2.32], [1.18, -3.93, 0.48], [-3.53, 0.29, 1.96], [-0.95, 0.36, 4.03], [3.79, 0.93, 1.91], [4.91, -0.24, 1.12], [-3.10, -2.14, 0.00], [2.74, -0.13, 0.00], [4.47, 1.25, -1.02], [0.03, 1.56, -5.75], [-3.17, 1.14, 2.54], [-3.14, 1.50, -1.64], [4.39, -1.74, -0.85], [-0.07, 0.02, -3.78], [-3.34, -0.63, 2.53], [-1.78, -3.24, 2.86], [-0.78, -2.83, 3.05], [0.13, 0.06, 0.53], [0.27, -4.00, 1.10], [0.28, 0.85, 3.50], [-0.52, -1.74, 0.85], [-0.01, 3.88, -3.26], [0.00, 1.97, -4.75], [0.01, 4.96, -3.10], [-4.62, 0.39, 1.78], [-0.05, 3.04, -2.15], [2.98, -1.57, -1.95], [3.57, -0.82, 2.17], [3.03, 1.10, -2.08], [-3.49, -1.21, -0.45], [-3.35, 1.63, -0.57], [3.87, -0.06, 1.44], [1.20, -0.26, 3.21], [1.01, -2.22, 2.06], [0.40, -4.77, 1.87], [-4.43, 1.72, -0.39], [-2.84, 2.54, -0.24], [-0.26, -3.56, 3.70], [2.82, -2.53, -0.45], [0.02, -2.68, 1.77], [-3.24, -1.21, -1.52], [0.02, 3.36, -4.55], [0.05, 4.03, -5.42], [0.87, 1.90, 4.26], [-0.06, 1.47, 2.07], [-0.57, -4.31, 0.46], [2.99, 2.18, -0.67], [3.38, 1.22, -1.04], [-0.05, 1.11, -3.66], [-4.58, -1.16, -0.31], [-0.07, 3.43, -1.13]]
}

***

Entry 4:
{
  "formula": "C3H4NO2S",
  "method": "ωB97M-V with the def2-TZVPD basis set",
  "de_lowest_ev": 0.9506,
  "homo_energy_ev": -4.638,
  "charge": -1,
  "total_energy_ha": -720.1520,
  "orbital_gap_ev": 8.2659,
  "smiles": "C=N[C@@H](S)C(=O)[O-]",
  "elements": ["H", "N", "C", "S", "H", "O", "O", "C", "C", "H", "H"],
  "positions_angstrom": [[2.45, -0.57, 0.19], [-0.69, -0.77, -0.75], [0.74, 0.94, -0.01], [1.63, -1.72, 0.11], [-2.36, 0.15, -1.30], [1.95, 1.13, -0.22], [-0.16, 1.76, 0.23], [-1.75, -0.09, -0.46], [0.35, -0.62, 0.29], [-1.96, 0.39, 0.50], [-0.19, -0.60, 1.41]]
}

***

Entry 5:
{
  "formula": "C50H60N8O20S5",
  "method": "ωB97M-V with the def2-TZVPD basis set",
  "homo_energy_ev": -9.175,
  "total_energy_ha": -5874.8209,
  "orbital_gap_ev": 9.4311,
  "elements": ["S", "H", "N", "H", "H", "C", "C", "C", "H", "C", "H", "H", "H", "C", "C", "H", "H", "C", "N", "C", "H", "N", "H", "H", "C", "H", "H", "H", "C", "H", "C", "C", "C", "H", "O", "C", "N", "H", "C", "H", "C", "S", "C", "H", "H", "O", "H", "C", "C", "H", "H", "H", "N", "C", "H", "O", "O", "O", "C", "C", "H", "H", "H", "H", "H", "H", "H", "C", "S", "C", "H", "C", "O", "N", "O", "H", "H", "N", "H", "H", "C", "O", "H", "O", "C", "O", "S", "C", "O", "C", "H", "H", "C", "H", "O", "H", "C", "H", "C", "C", "O", "O", "H", "C", "H", "C", "H", "C", "H", "N", "H", "O", "O", "C", "C", "C", "H", "C", "C", "H", "C", "C", "O", "H", "S", "H", "O", "C", "C", "C", "H", "C", "C", "O", "H", "C", "H", "H", "H", "H", "H", "O", "C"],
  "positions_angstrom": [[5.48, -3.80, -0.28], [4.34, 2.08, -4.38], [2.33, -1.07, -3.66], [2.01, 2.05, -4.67], [0.23, -2.11, 6.38], [-2.96, -4.95, -0.97], [-4.81, 2.22, 2.78], [4.84, 1.98, 1.60], [4.49, -0.49, -0.47], [3.07, -1.66, 4.06], [1.65, -2.19, -1.75], [0.67, 3.54, 6.38], [-6.01, 1.50, 1.09], [5.09, -2.19, 5.81], [-1.42, 5.55, -1.07], [-0.88, -3.36, 4.11], [3.61, -3.18, 6.96], [1.51, 3.06, 2.78], [5.05, 0.80, 1.02], [-1.64, -3.39, 0.92], [-5.89, -0.13, -3.89], [-0.46, 3.87, -2.61], [0.12, -1.82, 3.90], [-3.39, -2.11, 0.71], [3.56, 1.45, -0.78], [2.17, 1.06, 3.12], [-3.43, 3.04, 4.14], [5.29, 2.10, 2.57], [-5.88, -0.85, -3.08], [-2.89, 4.60, -6.19], [-3.60, 2.68, 3.15], [-1.11, -4.54, 0.33], [-0.13, -3.42, -4.86], [6.52, -4.61, 2.84], [-3.76, 3.80, -3.05], [-4.14, 2.13, 0.50], [2.83, -2.43, 5.19], [-5.94, -2.82, -3.82], [3.42, 2.69, -0.17], [6.04, -2.21, 6.41], [4.36, 0.50, -0.09], [-1.97, -0.31, 4.81], [-5.10, 1.97, 1.43], [-1.28, 0.69, -0.42], [0.53, -2.58, -5.16], [-8.77, -1.14, -1.85], [-0.96, -2.78, 1.49], [0.86, 3.30, 5.34], [0.10, -0.76, -1.18], [-0.09, -4.82, 0.58], [-0.32, -0.64, -2.20], [2.21, -1.52, 3.44], [0.85, 4.15, 3.11], [-3.54, 4.84, -4.04], [-4.49, 5.11, -4.49], [-3.23, -1.85, -5.07], [-7.35, -1.35, 0.17], [-6.76, -2.62, -1.92], [0.59, 4.31, 4.39], [4.49, -0.02, -3.71], [-4.87, -1.05, -2.71], [7.36, -4.86, 1.27], [2.50, -2.27, 0.56], [6.29, -1.06, 4.34], [-4.34, 1.94, -0.53], [4.43, -0.49, 2.95], [0.67, 0.05, -4.34], [-3.67, -3.85, -0.40], [-7.47, -1.31, -1.25], [1.77, 0.02, -4.10], [4.12, -2.03, -3.13], [3.65, -1.08, -3.47], [5.35, -4.54, 1.09], [1.12, -1.00, 1.41], [6.26, -2.56, 0.30], [-5.61, 1.95, 3.44], [-0.47, 0.29, 1.92], [-1.71, -5.27, -0.65], [-0.94, -4.55, -3.16], [-1.74, 3.34, -1.12], [1.48, 2.09, 4.93], [-5.03, 2.03, -4.38], [-1.75, 3.39, 2.29], [6.30, -4.49, -1.19], [3.86, 1.16, -4.16], [-1.42, -3.34, -5.51], [-2.59, -2.99, -4.52], [4.11, 2.96, 1.05], [-6.58, -0.24, -1.93], [1.78, 1.95, 3.58], [1.71, 1.28, 5.61], [0.35, 6.96, -3.62], [4.29, -1.11, 3.80], [3.04, 1.14, -1.66], [4.21, -3.36, -0.68], [2.71, 3.44, -0.54], [-0.73, -2.13, 5.94], [-2.09, 5.57, -0.22], [5.33, -1.43, 4.68], [-2.95, -3.08, 0.47], [-3.33, -0.04, 5.10], [-3.07, 1.36, -3.04], [6.21, -2.21, 2.27], [-0.55, -3.52, -3.33], [1.58, 2.84, 1.71], [6.65, -4.33, 1.81], [-3.39, -5.52, -1.79], [-2.70, 2.92, 2.06], [7.76, -2.56, 1.46], [-2.87, 2.61, 0.80], [3.93, 3.92, 1.56], [-3.21, -4.21, -4.16], [-1.94, -1.68, 4.07], [1.63, -1.70, 0.36], [0.09, 4.88, -3.28], [-2.63, 4.27, -5.14], [-7.54, -1.97, -3.72], [3.79, -2.53, 6.10], [-0.06, 6.18, -2.98], [0.08, -3.23, -2.55], [-1.26, 4.22, -1.62], [-0.83, 6.54, -1.81], [-1.29, -0.75, 6.13], [-1.47, -2.77, 6.46], [-3.73, 2.39, -3.83], [-1.57, 4.37, -5.00], [-1.14, 0.61, 4.12], [0.01, -0.24, 1.13], [1.19, -1.59, -0.96], [-0.71, -2.34, 4.43], [5.51, -0.05, -3.37], [6.79, -2.87, 1.60], [-6.58, -2.17, -3.29], [-2.89, 2.81, -5.11], [0.00, 5.10, 4.75], [2.48, 1.15, -4.34], [-4.70, -3.63, -0.70], [0.33, -4.32, -5.23], [-3.10, 5.72, -3.58], [0.79, 4.59, -4.07], [-0.93, 7.59, -1.55], [-1.67, -2.64, -3.31], [-0.46, -0.02, -0.17]]
}

***

Entry 6:
{
  "formula": "C16H21Cl3OSV",
  "method": "ωB97M-V with the def2-TZVPD basis set",
  "de_lowest_ev": 0.2163,
  "spin_multiplicity": 2,
  "homo_energy_ev": [0.375, 0.374],
  "charge": -2,
  "total_energy_ha": -3420.3873,
  "s_squared": 0.777,
  "orbital_gap_ev": [4.1398, 4.1418],
  "elements": ["H", "O", "H", "H", "C", "H", "C", "H", "C", "Cl", "H", "H", "H", "H", "H", "H", "Cl", "C", "H", "H", "C", "H", "H", "H", "Cl", "C", "C", "S", "C", "C", "H", "H", "C", "H", "C", "H", "C", "V", "C", "C", "C", "C", "H"],
  "positions_angstrom": [[-2.30, 1.39, -2.69], [-0.38, -0.91, 0.21], [1.76, -0.63, -3.33], [-0.66, 2.95, 1.39], [-1.14, 2.83, 0.42], [0.00, -0.84, -3.33], [-1.88, 0.74, -1.91], [-1.46, 3.82, 0.06], [-1.52, -2.36, 3.30], [3.76, 1.02, 0.48], [-2.55, 0.77, -1.05], [2.93, 3.13, 0.39], [0.74, 0.43, -4.32], [-1.85, -0.28, -2.28], [2.08, 4.43, -0.45], [-2.02, 2.21, 0.58], [0.96, 0.90, 2.17], [-3.07, -4.14, 2.69], [3.75, 1.39, -1.14], [-4.04, -4.63, 2.82], [0.80, -0.10, -3.36], [-3.53, -2.50, 4.03], [-2.33, -5.54, 1.22], [-1.25, -1.44, 3.83], [2.17, -1.54, -0.69], [-0.86, -4.07, 1.69], [-2.10, -4.66, 1.82], [1.08, -2.52, 2.66], [-0.19, 2.16, -0.51], [0.68, 0.85, -2.23], [-0.09, -4.43, 1.01], [3.39, 0.84, -2.79], [1.74, 1.69, -1.73], [3.52, 2.64, -2.37], [1.21, 2.49, -0.66], [1.42, 3.76, 1.05], [-0.52, 1.19, -1.53], [1.08, 0.36, -0.08], [-2.78, -2.95, 3.40], [1.94, 3.51, 0.12], [-0.51, -2.98, 2.52], [3.17, 1.65, -2.09], [-1.18, -0.64, 0.72]]
}

***

Entry 7:
{
  "formula": "C35H38Br2CaCl8CsINO7",
  "method": "ωB97M-V with the def2-TZVPD basis set",
  "de_lowest_ev": 6.6630,
  "homo_energy_ev": -2.370,
  "charge": -1,
  "total_energy_ha": -11762.3461,
  "orbital_gap_ev": 1.1368,
  "elements": ["C", "C", "H", "H", "Cl", "O", "Cl", "I", "C", "H", "H", "H", "H", "C", "C", "H", "C", "C", "Cl", "C", "C", "C", "C", "C", "O", "H", "Cl", "Cs", "Br", "H", "H", "H", "C", "C", "H", "C", "C", "Cl", "O", "Br", "H", "C", "C", "O", "H", "C", "C", "H", "C", "C", "Cl", "Cl", "C", "C", "H", "N", "O", "H", "O", "H", "Ca", "H", "H", "C", "H", "H", "Cl", "H", "O", "H", "C", "H", "H", "C", "C", "H", "H", "H", "H", "C", "C", "C", "C", "H", "H", "C", "C", "H", "H", "C", "H", "H", "H", "H"],
  "positions_angstrom": [[3.87, -1.12, -2.62], [-3.19, -4.50, 3.74], [-1.65, -5.53, 0.89], [1.21, 3.39, 0.51], [2.18, -0.74, 0.07], [-0.60, 0.66, -4.01], [0.63, 8.38, -0.10], [-1.31, 1.68, -0.09], [-6.10, 1.60, 4.13], [-4.01, -5.25, 6.56], [4.42, -2.12, -2.64], [-5.74, -3.32, 6.68], [-5.00, -2.77, 8.12], [1.60, 7.72, -1.43], [-3.47, -6.36, 1.69], [2.77, -1.40, -2.57], [2.31, 1.30, -2.87], [-5.30, 0.69, 2.05], [2.98, 1.78, -5.59], [-6.24, 0.70, 3.08], [1.53, 2.81, -0.40], [-2.39, -5.48, 1.69], [-4.75, -3.23, 7.15], [-4.91, 0.88, -3.24], [-5.24, -5.36, 8.18], [-5.25, -6.99, 2.71], [3.23, 8.46, -1.41], [5.23, 7.45, -1.85], [8.84, 2.25, -4.81], [-4.92, 3.18, 4.97], [-6.02, 0.90, -3.02], [-3.09, -3.77, 4.53], [-1.99, 0.70, -3.78], [2.11, -3.19, 1.28], [4.98, 3.59, -2.60], [4.72, 2.51, -2.79], [0.64, 1.86, -1.05], [1.76, 5.97, -1.25], [-3.82, -2.68, 6.47], [7.55, 1.26, -2.96], [4.90, 2.26, -3.87], [-4.23, 1.57, 2.07], [2.91, 3.02, -0.99], [4.31, 3.68, 0.97], [-1.40, -3.88, 2.72], [4.07, -0.33, -3.98], [-2.25, -4.56, 2.72], [-4.59, 3.10, -3.28], [3.28, 2.23, -2.26], [2.90, -1.91, 1.20], [0.52, -2.96, 2.05], [0.81, 8.09, -2.98], [-5.02, 2.48, 4.15], [-4.41, -6.30, 2.71], [4.08, -1.05, -4.86], [1.01, 1.11, -2.24], [5.66, 1.29, -0.86], [-7.07, 0.01, 3.06], [4.26, 5.09, -0.77], [-5.01, -5.33, 4.53], [9.70, -0.01, -5.08], [3.69, 2.90, 1.40], [13.73, -1.07, -5.73], [2.76, 0.58, -4.18], [5.03, 0.25, -4.05], [-3.32, -4.70, 8.03], [4.24, 1.62, 2.23], [2.00, -0.15, -4.59], [12.78, -0.99, -5.65], [-4.93, -1.38, -3.29], [3.87, 4.00, -0.28], [-2.03, 3.02, -3.72], [1.94, -3.62, 0.29], [-4.09, 2.46, 3.13], [0.09, 0.14, -2.85], [-3.50, 1.55, 1.27], [-0.68, -0.26, -2.13], [-2.35, -1.53, -3.77], [-6.83, 1.61, 4.93], [-4.29, -4.80, 7.53], [-2.60, 2.06, -3.64], [-4.08, 2.10, -3.37], [5.82, 1.68, -1.97], [3.91, -2.12, 0.84], [0.74, -0.76, -3.11], [-4.27, -5.37, 3.73], [-2.84, -0.53, -3.67], [4.08, -0.51, -1.70], [2.98, -1.43, 2.18], [-4.29, -0.46, -3.40], [-5.41, -0.01, 1.23], [-3.58, -7.08, 0.88], [2.65, -3.93, 1.87], [-3.25, 3.15, 3.15]]
}

***

Entry 8:
{
  "formula": "C20H14CaIN5O4S2",
  "method": "ωB97M-V with the def2-TZVPD basis set",
  "de_lowest_ev": 0.1902,
  "homo_energy_ev": -1.236,
  "charge": -2,
  "total_energy_ha": -3117.2400,
  "orbital_gap_ev": 4.6832,
  "elements": ["S", "C", "H", "N", "C", "H", "H", "C", "S", "C", "C", "C", "H", "H", "H", "H", "C", "C", "N", "H", "C", "O", "O", "C", "H", "O", "N", "N", "C", "C", "H", "H", "H", "H", "I", "N", "O", "C", "H", "Ca", "C", "C", "C", "C", "C", "C", "C"],
  "positions_angstrom": [[-0.42, 3.24, 2.10], [-1.92, -0.53, 2.00], [-1.32, 2.12, -6.26], [-2.16, -1.84, 1.79], [1.31, -3.75, 1.93], [2.15, -0.86, 4.33], [-2.14, -2.11, 0.81], [-0.88, 1.19, -4.40], [2.35, 3.06, -0.03], [-1.54, -0.10, 3.41], [-0.32, -0.05, -2.26], [-1.36, -1.23, -5.72], [1.08, -4.55, 1.23], [-0.88, -2.13, -3.83], [-1.36, 0.97, 3.42], [-0.66, -0.64, 3.77], [1.75, -4.06, 3.20], [2.49, 5.69, 0.56], [0.09, 6.86, 2.72], [-1.80, -2.50, 2.45], [0.35, 5.85, 2.22], [-0.70, 2.39, -3.84], [-1.98, 0.30, 1.10], [1.91, -1.69, 3.66], [0.49, -3.15, -0.48], [1.26, -0.12, 2.03], [3.09, 6.65, 0.34], [-0.05, -1.24, -1.76], [0.66, 4.55, 1.64], [-1.47, -0.02, -6.40], [-1.54, -2.17, -6.23], [-0.56, 2.24, -2.86], [2.41, -3.21, 5.07], [1.87, -5.09, 3.51], [-3.08, -0.48, 4.83], [0.43, -1.12, -0.44], [-0.23, 1.08, -1.66], [1.73, 4.47, 0.80], [-1.74, -0.01, -7.45], [0.38, 1.09, 0.50], [-1.00, -1.21, -4.38], [-1.23, 1.17, -5.75], [0.66, -2.25, 0.11], [1.44, -1.34, 2.37], [1.15, -2.43, 1.49], [2.05, -3.00, 4.06], [-0.74, -0.03, -3.70]]
}